# 1
{
  "formula": "C9H22BrOPSi",
  "method": "ωB97M-V/def2-TZVPD",
  "species": ["H", "C", "H", "Br", "H", "H", "H", "H", "C", "O", "H", "H", "C", "Si", "H", "H", "H", "C", "H", "H", "C", "H", "H", "C", "C", "H", "H", "H", "C", "H", "P", "H", "C", "H", "H"],
  "coordinates": [[0.082, -1.923, 2.778], [1.976, 0.289, 1.166], [-3.570, 1.493, -1.943], [-0.800, -3.461, -3.187], [-2.047, 2.404, -0.255], [-2.277, -1.532, 0.693], [-2.494, 0.775, 1.677], [-0.886, 1.248, -1.185], [-3.201, 0.665, -1.169], [0.956, -0.667, -3.199], [2.297, 2.546, 1.212], [2.532, 3.044, -1.358], [1.880, -0.996, 0.155], [0.101, -1.649, -0.183], [2.399, -0.844, -0.891], [0.735, 2.109, 0.245], [-1.368, -0.747, 3.396], [-1.252, -1.022, 1.031], [3.071, 0.257, 1.640], [-1.740, -2.493, 2.774], [-1.513, 0.594, 1.022], [-3.036, -0.312, -1.791], [3.822, 1.652, -0.848], [1.832, 1.756, 0.447], [-1.825, 1.247, -0.449], [-0.645, 1.128, 1.619], [1.239, 0.099, 2.057], [2.485, -1.880, 0.682], [2.672, 1.931, -0.951], [2.141, 1.248, -1.773], [-0.397, -1.360, -2.329], [1.689, -1.361, -3.347], [-1.034, -1.545, 2.604], [-3.990, 0.432, -0.337], [0.165, -3.122, -0.003]],
  "forces_ev_per_angstrom": [[-2.41, 1.02, -0.15], [1.24, -0.17, -0.25], [0.58, -1.86, 1.86], [0.61, 0.75, 0.52], [0.56, -2.44, -0.36], [2.13, 1.11, 0.51], [2.03, -0.35, -1.36], [-2.01, -0.29, 1.54], [0.57, 0.26, -0.21], [0.17, -3.01, 0.95], [-1.13, -1.67, -1.52], [0.52, -2.41, 1.08], [1.37, -0.15, 0.49], [1.25, -0.70, 1.71], [-0.82, 0.01, 2.16], [2.01, -0.93, 0.41], [0.89, -1.38, -1.67], [-2.00, 0.59, 0.86], [-2.34, 0.15, -1.00], [1.65, 2.05, -0.36], [-0.81, -0.11, 0.49], [-0.13, 1.83, 1.28], [-2.54, 0.62, -0.21], [0.74, 0.99, 0.49], [-0.28, 1.03, 0.16], [-1.73, -0.97, -1.51], [1.30, 0.68, -1.75], [-1.37, 1.79, -1.16], [-0.93, -0.21, -0.51], [1.43, 1.36, 1.70], [-0.21, 1.35, -2.62], [-1.45, 1.55, 0.43], [-0.13, -1.15, -0.40], [1.33, 0.67, -1.65], [-0.12, -0.01, 0.07]],
  "gap_ev": 8.4822,
  "homo_ev": -8.43,
  "fmax_ha_per_bohr": 0.0614,
  "energy_ev": -98943.1721,
  "charge": 0,
  "smiles": "CCCC[Si@@H]([C@@H](C)CCC)P(O)Br"
}


# 2
{
  "formula": "C40H54Cl3N5O7PSSiY",
  "method": "ωB97M-V/def2-TZVPD",
  "species": ["H", "C", "Cl", "C", "H", "C", "H", "H", "C", "H", "C", "H", "C", "H", "H", "H", "H", "O", "H", "C", "C", "H", "H", "H", "O", "C", "H", "H", "C", "C", "C", "H", "H", "C", "H", "S", "H", "C", "H", "H", "C", "H", "H", "H", "C", "H", "N", "H", "C", "H", "C", "C", "P", "H", "N", "H", "O", "H", "C", "C", "C", "H", "O", "H", "H", "N", "H", "C", "N", "Y", "C", "C", "H", "C", "C", "H", "H", "H", "C", "C", "Cl", "C", "C", "H", "H", "O", "H", "H", "Si", "H", "H", "H", "H", "C", "H", "C", "C", "N", "Cl", "C", "C", "O", "C", "C", "C", "O", "H", "H", "C", "H", "H", "H", "H"],
  "coordinates": [[1.571, 1.579, -3.940], [1.932, -5.453, 2.473], [0.595, -4.329, -4.345], [-3.325, -4.355, -1.125], [1.845, -6.770, -1.741], [-2.285, -1.845, -3.145], [0.686, 5.212, -3.596], [-1.274, 3.930, -4.517], [2.167, 3.453, 0.880], [-3.125, 6.849, -0.552], [2.280, 0.932, 5.269], [-5.648, -2.018, 0.884], [-2.157, 6.350, -0.494], [-2.650, -4.989, -1.685], [0.710, -4.550, -1.653], [2.359, 2.664, 2.872], [1.867, 4.092, -4.304], [-0.545, 3.446, -2.089], [1.862, 2.065, 7.045], [1.025, 1.832, -3.028], [-0.203, -0.567, 2.854], [3.045, -5.499, -1.605], [3.888, 3.578, -0.411], [3.518, -3.029, -0.820], [-0.931, 4.472, 0.270], [-4.686, -4.439, -1.269], [3.195, -1.398, 1.174], [-4.292, -1.656, -3.856], [3.555, 2.995, 0.449], [-1.965, -3.845, -4.986], [-2.246, 5.027, 0.258], [2.573, 5.526, 0.462], [2.334, -0.193, 3.435], [-3.177, -3.190, -4.874], [-1.451, 7.012, 0.007], [-1.070, 1.419, 0.236], [1.756, -5.676, 3.528], [-5.550, -3.590, -0.566], [1.744, 1.906, -2.218], [1.568, -6.302, 1.894], [3.834, -2.283, 1.184], [-0.596, 1.903, 6.790], [-1.829, -4.630, -5.716], [0.262, -5.486, -0.271], [2.181, 4.923, 1.281], [1.591, 1.544, 1.732], [3.996, -0.051, -2.046], [-1.891, 5.901, 2.196], [0.337, 0.155, 4.044], [4.283, 3.113, 1.252], [1.716, 0.260, 4.199], [5.022, -0.198, -1.229], [1.525, -3.572, 0.343], [-2.992, 3.929, -1.450], [5.993, -0.308, -0.608], [4.847, -1.972, 0.932], [-1.454, -3.243, -0.216], [2.640, -6.463, -0.197], [-2.736, -3.366, -0.291], [1.441, 1.524, 6.204], [-1.018, -2.488, -3.153], [-3.814, -1.281, 2.240], [0.624, -0.964, 1.968], [2.812, 5.076, 2.160], [1.533, -3.322, 2.698], [1.765, -0.381, -1.078], [1.175, 5.267, 1.509], [3.332, -3.342, 0.213], [-1.866, -1.357, 1.630], [-0.217, -1.253, -0.189], [1.668, 2.590, 2.031], [1.249, -4.160, 2.053], [-2.053, 0.185, 4.094], [-5.002, -2.667, 0.300], [0.070, 1.440, 6.076], [-2.638, 4.304, 2.247], [-1.797, 6.168, -1.504], [0.684, 2.901, 2.376], [-3.349, -2.171, -3.955], [0.262, 3.131, -3.220], [-4.505, -3.656, -5.923], [-2.626, 5.254, 1.717], [-3.619, -2.533, 0.454], [1.872, 4.405, -2.562], [3.354, 1.007, 5.362], [-1.838, 0.699, 4.927], [3.537, 1.947, 0.159], [-4.251, 4.567, -0.382], [-0.279, 3.162, -0.481], [-1.400, 2.190, -4.216], [-6.622, -3.666, -0.689], [3.883, -4.281, 0.355], [3.838, -2.662, 2.208], [-3.259, 4.107, -0.412], [-0.168, 2.803, -5.324], [1.234, 4.283, -3.433], [-0.923, -3.492, -4.157], [-1.513, -0.703, 2.800], [-2.457, -0.539, -2.000], [2.850, -0.236, -1.473], [2.221, -5.984, -1.083], [1.344, 3.334, -0.281], [1.117, -4.992, -0.745], [-0.497, 0.754, 5.001], [-0.704, 3.008, -4.396], [-0.077, -2.200, -2.346], [-3.299, 3.147, 0.094], [-3.610, 5.716, 1.809], [-3.107, -1.648, 1.486], [3.013, -5.404, 2.328], [0.345, 1.017, -2.795], [0.162, -4.236, 2.153], [-5.099, -5.172, -1.955]],
  "forces_ev_per_angstrom": [[-0.02, -0.03, -0.02], [0.05, -0.08, 0.04], [0.00, 0.03, 0.01], [0.07, 0.23, 0.14], [-0.05, -0.03, -0.03], [0.00, 0.18, 0.15], [-0.05, 0.07, 0.00], [-0.02, 0.06, 0.03], [-0.09, -0.07, -0.06], [-0.09, -0.01, 0.04], [-0.07, -0.07, -0.06], [-0.01, 0.00, 0.00], [0.02, 0.05, 0.01], [0.03, -0.06, -0.06], [0.06, 0.05, -0.02], [0.04, 0.02, 0.00], [0.01, 0.01, -0.03], [0.02, -0.02, 0.04], [0.01, 0.00, 0.00], [0.03, 0.03, -0.18], [0.12, 0.41, 0.12], [0.03, 0.06, -0.04], [0.02, 0.03, -0.05], [-0.02, 0.03, 0.04], [-0.31, 0.35, 0.19], [-0.14, -0.12, -0.11], [0.00, 0.01, -0.04], [-0.06, 0.04, 0.00], [-0.03, 0.09, 0.00], [-0.06, -0.08, -0.11], [0.16, -0.14, 0.05], [0.03, 0.05, -0.07], [0.04, -0.03, -0.02], [-0.16, 0.01, -0.08], [0.06, 0.05, 0.03], [-0.27, -0.29, 0.13], [-0.03, 0.02, 0.02], [0.02, 0.04, 0.05], [-0.04, 0.14, 0.02], [-0.05, -0.03, -0.04], [0.07, 0.12, 0.20], [-0.02, 0.02, 0.04], [0.00, 0.00, 0.00], [0.05, 0.00, 0.01], [0.14, 0.07, 0.11], [0.03, 0.02, -0.07], [-0.15, -0.06, 0.35], [0.04, 0.02, 0.01], [0.03, -0.17, -0.01], [0.00, 0.02, 0.08], [-0.03, -0.09, 0.04], [0.45, 0.15, -0.37], [-0.23, 0.40, -0.14], [0.07, -0.02, -0.13], [0.31, -0.03, 0.22], [-0.02, 0.00, 0.02], [0.03, 0.21, -0.12], [-0.01, -0.01, 0.03], [0.13, -0.04, 0.08], [0.08, 0.08, 0.13], [-0.07, -0.21, -0.09], [0.04, -0.09, -0.06], [-0.08, -0.05, -0.14], [0.05, 0.00, 0.03], [0.04, -0.04, -0.03], [0.52, -0.04, 0.30], [-0.11, -0.03, 0.00], [0.20, -0.31, -0.15], [-0.41, 0.14, 0.04], [-0.27, -0.60, 0.02], [0.13, 0.00, -0.06], [-0.03, -0.02, 0.12], [0.02, -0.05, -0.02], [-0.03, -0.01, 0.00], [-0.05, -0.01, -0.05], [0.02, -0.11, 0.02], [0.04, -0.05, -0.10], [-0.15, 0.08, 0.00], [0.11, -0.12, -0.07], [-0.09, 0.07, 0.01], [0.01, 0.02, 0.04], [0.02, 0.04, 0.02], [-0.02, 0.07, 0.17], [0.03, -0.05, 0.12], [0.08, 0.00, 0.01], [0.05, 0.08, 0.10], [-0.04, -0.10, -0.02], [0.02, 0.02, 0.01], [0.26, -0.13, -0.22], [-0.05, -0.06, 0.05], [-0.03, 0.00, -0.01], [-0.06, 0.07, -0.02], [-0.03, -0.04, 0.05], [-0.17, 0.11, 0.02], [0.06, 0.01, -0.03], [0.08, 0.06, -0.25], [0.15, 0.05, 0.15], [0.14, -0.18, -0.27], [0.00, -0.05, -0.14], [-0.51, -0.10, -0.35], [0.10, -0.07, 0.02], [0.08, 0.02, -0.02], [-0.15, -0.15, 0.08], [-0.24, -0.01, 0.01], [0.08, -0.02, 0.00], [0.09, 0.36, -0.03], [0.00, -0.11, 0.07], [-0.07, 0.04, -0.05], [0.08, -0.05, 0.22], [0.06, 0.05, 0.00], [-0.12, -0.10, -0.03], [0.00, -0.04, -0.03], [-0.01, 0.00, 0.00]],
  "gap_ev": 6.8362,
  "homo_ev": -2.90,
  "fmax_ha_per_bohr": 0.0128,
  "energy_ev": -130766.7920,
  "e_above_lowest_kcal_mol": 0.00,
  "charge": -2
}


# 3
{
  "formula": "C3H8N2O2",
  "method": "ωB97M-V/def2-TZVPD",
  "species": ["H", "O", "C", "N", "H", "C", "O", "C", "H", "H", "H", "H", "H", "H", "N"],
  "coordinates": [[0.321, -1.723, -0.632], [-0.533, -0.173, 1.637], [1.824, -0.219, -0.337], [-2.331, 0.924, 0.770], [2.643, -0.568, -0.976], [0.498, -0.686, -0.950], [2.072, -0.739, 0.940], [-1.116, 0.274, 0.654], [-1.321, 0.302, -1.362], [0.578, -0.674, -2.041], [-2.544, 1.174, 1.725], [1.260, -0.586, 1.457], [1.841, 0.885, -0.354], [-2.545, 1.645, 0.096], [-0.646, 0.165, -0.626]],
  "forces_ev_per_angstrom": [[0.00, 0.13, -0.04], [-0.17, 0.12, -0.34], [0.02, 0.10, -0.40], [0.04, 0.10, 0.08], [-0.12, 0.04, 0.07], [0.12, -0.10, -0.01], [-0.10, 0.04, 0.18], [0.08, -0.04, 0.08], [0.09, 0.01, 0.12], [0.02, 0.00, 0.16], [0.01, -0.04, -0.11], [0.10, -0.06, 0.00], [0.01, -0.16, 0.05], [0.03, -0.13, 0.06], [-0.13, -0.03, 0.11]],
  "gap_ev": 10.4245,
  "homo_ev": -9.77,
  "fmax_ha_per_bohr": 0.0080,
  "energy_ev": -10316.7328,
  "e_above_lowest_kcal_mol": 5.06,
  "charge": 0,
  "smiles": "NC(=O)NCCO"
}